No. 1
Here is a 2-piece molecular cluster, C3H8OS overall at a distorted geometry from the Open Molecules 2025 dataset. Energies are from ωB97M-V/def2-TZVPD.

**Frontier orbital gap**: 9.907 eV
**SMILES**: C=CO.CS
**E_tot**: -592.48134 hartree
**HOMO**: -0.337 Ha
**F_max**: 1.3 eV/Å

Each atom is followed by the atoms it is bonded to, with distances in Å.
Atoms and positions in Å:
1 C -0.21 -1.25 2.18  C2 1.335, H4 1.079, H5 1.080
2 C -1.37 -1.24 1.52  C1 1.335, O3 1.365, H6 1.079
3 O -1.61 -0.45 0.43  C2 1.365, H7 0.964
4 H -0.13 -1.87 3.06  C1 1.079
5 H 0.53 -0.51 1.91  C1 1.080
6 H -2.21 -1.88 1.68  C2 1.079
7 H -0.89 0.18 0.36  O3 0.964
8 C 1.14 1.53 -1.53  S9 1.836, H10 1.086, H11 1.085, H12 1.087
9 S 0.22 0.93 -3.00  C8 1.836, H13 1.345
10 H 1.35 0.66 -0.90  C8 1.086
11 H 2.06 2.03 -1.82  C8 1.085
12 H 0.51 2.22 -0.98  C8 1.087
13 H 0.60 -0.35 -2.90  S9 1.345

No. 2
Here is a 2-piece molecular cluster, C3H8OS overall from the Open Molecules 2025 dataset. Energies are from ωB97M-V/def2-TZVPD.

**Frontier orbital gap**: 9.794 eV
**SMILES**: C=CO.CS
**E_tot**: -592.48393 hartree
**HOMO**: -0.334 Ha
**F_max**: 0.5 eV/Å

Each atom is followed by the atoms it is bonded to, with distances in Å.
Atoms and positions in Å:
1 C 1.93 -0.77 -0.57  C2 1.324, H4 1.079, H5 1.082
2 C 1.70 0.53 -0.49  C1 1.324, O3 1.361, H6 1.083
3 O 1.55 1.20 0.68  C2 1.361, H7 0.966
4 H 2.31 -1.20 -1.48  C1 1.079
5 H 1.79 -1.39 0.31  C1 1.082
6 H 1.64 1.14 -1.39  C2 1.083
7 H 0.89 1.90 0.55  O3 0.966
8 C -1.84 -0.71 0.43  S9 1.810, H10 1.083, H11 1.088, H12 1.088
9 S -1.78 0.95 -0.27  C8 1.810, H13 1.339
10 H -1.30 -1.35 -0.26  C8 1.083
11 H -1.36 -0.75 1.41  C8 1.088
12 H -2.86 -1.08 0.54  C8 1.088
13 H -2.68 1.53 0.54  S9 1.339

No. 3
Here is a 2-piece molecular cluster, C3H8OS overall from the Open Molecules 2025 dataset. Energies are from ωB97M-V/def2-TZVPD.

**Frontier orbital gap**: 9.991 eV
**SMILES**: CC=O.CS
**E_tot**: -592.50163 hartree
**HOMO**: -0.338 Ha
**F_max**: 0.8 eV/Å

Each atom is followed by the atoms it is bonded to, with distances in Å.
Atoms and positions in Å:
1 C -0.76 0.21 2.04  C2 1.503, H4 1.096, H5 1.091, H6 1.091
2 C 0.72 0.05 1.79  C1 1.503, O3 1.202, H7 1.108
3 O 1.26 -1.02 1.66  C2 1.202
4 H -1.17 -0.79 2.20  C1 1.096
5 H -0.91 0.81 2.94  C1 1.091
6 H -1.28 0.67 1.20  C1 1.091
7 H 1.31 0.99 1.72  C2 1.108
8 C 0.25 -0.58 -2.46  S9 1.821, H10 1.084, H11 1.085, H12 1.088
9 S 0.61 0.91 -1.48  C8 1.821, H13 1.339
10 H -0.65 -1.08 -2.14  C8 1.084
11 H 1.10 -1.25 -2.37  C8 1.085
12 H 0.15 -0.30 -3.51  C8 1.088
13 H -0.63 1.40 -1.60  S9 1.339